1.
Molecular formula: C13H25N3O3
Method: DFT, ωB97M-V/def2-TZVPD

Values from the calculation:
ΔE to the lowest compared entry with this formula, charge and spin: 0.0 kJ/mol
Calculated total energy: -900.38332 hartree
SMILES: CNC(=O)[C@H](NC(=O)[C@H](NC(C)=O)C(C)C)C(C)C
Net charge: 0
HOMO-LUMO gap: 9.266 eV

Element x y z (Å)
O (-0.8454, 1.2360, -1.9279)
O (3.1845, 2.3782, 0.7064)
O (1.7984, -1.2829, -0.8182)
C (-1.8204, 0.5418, -1.7130)
C (2.1609, 1.8293, 0.2170)
C (0.6515, -0.9840, -0.4820)
N (1.7796, 2.0677, -1.0528)
N (0.4033, -0.0441, 0.4165)
N (-1.7283, -0.7167, -1.2459)
C (-3.1919, 1.1310, -1.7222)
C (2.2795, 3.1647, -1.8922)
C (0.2683, 0.4800, 3.3481)
C (1.5184, 2.5329, 3.0934)
C (-2.1604, -3.5734, -1.3110)
C (0.1765, -4.0213, -0.4971)
C (0.6912, 1.4970, 2.3040)
C (-0.9465, -2.9521, -0.5638)
C (1.4099, 0.8235, 1.1006)
C (-0.5561, -1.6008, -1.2417)
H (0.9761, 1.5686, -1.4122)
H (-0.5498, 0.1893, 0.6217)
H (-2.6349, -1.1684, -1.0366)
H (-3.4111, 1.4374, -0.6690)
H (-3.1532, 2.1261, -2.2618)
H (-3.9137, 0.4415, -2.2240)
H (2.4057, 4.0281, -1.2197)
H (1.5501, 3.3838, -2.6672)
H (3.2488, 2.8617, -2.3185)
H (0.0932, 0.9693, 4.2859)
H (-0.6430, -0.0327, 2.9982)
H (1.1102, -0.2261, 3.3828)
H (1.7426, 3.4294, 2.5019)
H (2.4835, 2.0803, 3.3904)
H (1.0171, 2.8639, 3.9909)
H (-3.0539, -2.9375, -1.1337)
H (-2.3913, -4.5559, -0.8688)
H (-1.8858, -3.6587, -2.3767)
H (-0.1184, -5.0104, -0.1375)
H (0.9879, -3.6963, 0.2112)
H (0.6065, -4.2015, -1.4725)
H (-0.2023, 1.9912, 1.9517)
H (-1.2301, -2.7814, 0.4749)
H (2.1652, 0.1684, 1.5255)
H (-0.2724, -1.7768, -2.2551)

=====

2.
Molecular formula: C12H15AlB2Cl3F2IKMgNO15P
Method: DFT, ωB97M-V/def2-TZVPD

Values from the calculation:
Calculated total energy: -4960.86320 hartree
Net charge: +1
HOMO-LUMO gap: 1.913 eV

Element x y z (Å)
C (-0.7626, 1.8141, 3.0132)
N (-1.0925, 1.3668, 1.6496)
C (-0.9674, -0.0414, 1.3837)
B (-2.1683, 2.0076, 1.0068)
O (-2.0463, 2.0057, -0.3648)
C (-3.5683, 2.5588, 1.4599)
C (-4.6956, 1.8979, 1.7406)
P (-5.0549, 0.1374, 1.9772)
O (-4.1725, -0.7982, 0.9944)
I (-4.0115, -0.1233, 4.1197)
C (-5.7772, 2.9120, 1.5962)
O (-6.7815, 2.6485, 0.8960)
O (-5.3034, 4.1203, 1.7724)
C (-3.8775, 3.9936, 1.7343)
O (-3.1697, 4.7427, 2.3032)
H (-0.4755, 2.8610, 3.0000)
H (-1.5842, 1.6320, 3.7050)
H (0.1063, 1.2584, 3.3572)
H (-1.1281, -0.6656, 2.2617)
H (-1.6501, -0.2656, 0.5460)
H (0.0429, -0.2076, 0.9760)
H (-2.5092, 2.7523, -0.7980)
H (-4.5769, -0.7097, 0.1166)
Al (-7.6260, 1.7954, 2.3904)
F (-7.7742, 4.6597, 1.0786)
O (-5.2128, 3.5217, -1.3780)
H (-4.7868, 4.2443, -1.8543)
H (-5.9623, 3.9722, -0.9519)
Cl (-2.8545, 2.4139, -2.7024)
F (-2.6001, -2.6767, 0.0242)
O (-1.5162, -0.4872, -1.3846)
H (-2.1159, 0.2563, -1.5079)
K (-6.8022, -1.9441, 1.5570)
B (3.8346, -0.9809, -0.2764)
O (2.5553, -0.8263, 0.4755)
C (2.7961, -0.4402, 1.7109)
O (1.9440, -0.2407, 2.5385)
C (4.3429, -0.3049, 1.8635)
O (4.9058, 0.0263, 2.8569)
O (4.8783, -0.6314, 0.6949)
O (3.9508, -2.3601, -0.7692)
C (4.0513, -2.3539, -2.0973)
O (4.1493, -3.3015, -2.8057)
C (3.9956, -0.8536, -2.5549)
O (4.0427, -0.4635, -3.6765)
O (3.8579, -0.1167, -1.4586)
Mg (-0.9000, -2.3795, -0.2698)
Cl (6.9956, -5.3207, -2.0660)
C (7.8317, -5.2890, -3.6407)
C (8.3827, -3.9255, -3.9639)
Cl (7.0952, -2.7372, -4.2844)
H (7.1280, -5.6201, -4.3995)
H (8.6486, -6.0060, -3.5817)
H (8.9937, -3.9831, -4.8630)
H (8.9950, -3.5453, -3.1507)

=====

3.
Molecular formula: C19H18BrFIrN9O6
Method: DFT, ωB97M-V/def2-TZVPD

Values from the calculation:
ΔE to the lowest compared entry with this formula, charge and spin: 269.2 kJ/mol
Calculated total energy: -4456.61845 hartree
Net charge: +2
HOMO-LUMO gap (alpha / beta): 5.144 / 5.145 eV

Element x y z (Å)
Ir (0.4796, 0.4529, 0.9187)
Br (-0.3483, -6.8905, 1.1663)
C (-0.6627, -5.0335, 1.1678)
C (0.4141, -4.1553, 1.1253)
C (0.1710, -2.7988, 1.1134)
C (-1.1337, -2.2890, 1.1429)
C (-2.2021, -3.1919, 1.1899)
C (-1.9667, -4.5503, 1.2031)
N (-1.2933, -0.8891, 1.1451)
C (-2.4179, -0.2843, 1.1485)
C (-2.4467, 1.1585, 1.1543)
C (-3.6280, 1.8838, 1.1379)
C (-3.5652, 3.2713, 1.1287)
C (-2.3250, 3.8911, 1.1300)
C (-1.1848, 3.0988, 1.1533)
N (-1.2548, 1.7740, 1.1749)
H (1.4240, -4.5391, 1.1099)
H (0.9973, -2.0996, 1.0624)
H (-3.2275, -2.8481, 1.2140)
H (-2.7930, -5.2452, 1.2504)
H (-3.3673, -0.8095, 1.1369)
H (-4.5798, 1.3709, 1.1195)
H (-4.4726, 3.8595, 1.1166)
H (-2.2344, 4.9673, 1.1104)
H (-0.1962, 3.5393, 1.1458)
N (0.7677, 0.4973, 3.4457)
N (2.1167, 0.5632, 3.8162)
C (3.0850, 0.5209, 2.8796)
N (4.3516, 0.5773, 3.2303)
N (2.6257, 0.3939, 1.6361)
N (3.4540, 0.2262, 0.5371)
O (4.6529, 0.3642, 0.6308)
O (2.8495, -0.0972, -0.4715)
H (0.2887, 1.3467, 3.7295)
H (0.3319, -0.3131, 3.8765)
H (2.3647, 0.5921, 4.7941)
H (4.6452, 0.6350, 4.1931)
H (5.0558, 0.5750, 2.5036)
F (-2.6436, -0.2997, -4.6732)
C (-1.3235, -0.1169, -4.6135)
C (-0.8152, 0.9250, -3.9412)
N (0.5385, 1.1267, -3.8265)
C (1.0473, 2.0675, -2.8591)
C (0.7096, 1.6289, -1.4238)
O (1.2053, 2.2315, -0.4484)
O (-0.0636, 0.6393, -1.2454)
C (1.4666, 0.2497, -4.4209)
O (2.6545, 0.3996, -4.2748)
N (0.8935, -0.7532, -5.1583)
C (-0.4620, -1.0722, -5.3171)
O (-0.8287, -2.0162, -5.9609)
H (-1.4736, 1.6500, -3.4828)
H (0.6410, 3.0670, -3.0267)
H (2.1327, 2.1015, -2.9466)
H (1.5456, -1.3531, -5.6475)

=====

4.
Molecular formula: C61H50Cl3N3O4PtS3Te2
Method: DFT, ωB97M-V/def2-TZVPD

Values from the calculation:
ΔE to the lowest compared entry with this formula, charge and spin: 208.7 kJ/mol
Calculated total energy: -6050.12686 hartree
Net charge: 0
HOMO-LUMO gap (alpha / beta): 6.167 / 5.937 eV

Element x y z (Å)
Pt (-0.3896, 0.4951, -0.1148)
C (-2.6460, -3.0587, 5.6298)
C (-1.7915, -2.3148, 4.6464)
C (-1.1446, -1.1307, 5.0028)
C (-0.4089, -0.4284, 4.0794)
C (0.1127, 0.9217, 4.4142)
O (-0.6624, 1.8559, 4.5077)
C (1.5724, 1.1275, 4.5555)
C (2.5054, 0.2791, 3.9658)
C (3.8470, 0.6159, 4.0048)
C (4.2774, 1.7453, 4.6822)
C (3.3552, 2.5620, 5.3186)
C (2.0084, 2.2670, 5.2362)
C (-0.2935, -0.8370, 2.7167)
O (0.3899, -0.0995, 1.9170)
C (-1.0286, -2.0019, 2.3417)
C (-1.7147, -2.7198, 3.3342)
C (-1.2398, -2.3862, 0.9674)
N (-0.7258, -1.7810, -0.0501)
C (-0.9700, -2.2826, -1.3789)
C (0.3635, -2.5332, -2.0547)
Te (1.3273, -4.3128, -1.2694)
C (2.2405, -3.4772, 0.4771)
C (3.2276, -2.5171, 0.3403)
C (3.9159, -2.0588, 1.4482)
C (3.6302, -2.5758, 2.7011)
C (2.6343, -3.5252, 2.8433)
C (1.9420, -3.9764, 1.7341)
C (-2.2625, -3.4628, 0.7605)
C (-3.5836, -3.0505, 0.6201)
C (-4.5836, -3.9787, 0.4027)
C (-4.2766, -5.3256, 0.3192)
C (-2.9656, -5.7428, 0.4686)
C (-1.9603, -4.8175, 0.6949)
H (-2.5084, -2.6587, 6.6312)
H (-2.4104, -4.1219, 5.6369)
H (-3.6976, -2.9537, 5.3565)
H (-1.2307, -0.7533, 6.0132)
H (2.1775, -0.6051, 3.4421)
H (4.5662, -0.0016, 3.4932)
H (5.3311, 1.9814, 4.7272)
H (3.6891, 3.4309, 5.8657)
H (1.2644, 2.9146, 5.6785)
H (-2.2430, -3.6165, 3.0471)
H (-1.5347, -1.5229, -1.9356)
H (-1.5676, -3.2060, -1.3788)
H (1.0183, -1.6840, -1.8929)
H (0.2285, -2.6980, -3.1206)
H (3.4670, -2.1313, -0.6386)
H (4.6951, -1.3188, 1.3238)
H (4.1836, -2.2490, 3.5689)
H (2.4040, -3.9239, 3.8207)
H (1.1825, -4.7360, 1.8546)
H (-3.8097, -1.9961, 0.6829)
H (-5.6061, -3.6499, 0.3058)
H (-5.0578, -6.0500, 0.1456)
H (-2.7257, -6.7941, 0.4180)
H (-0.9366, -5.1485, 0.8138)
Cl (-5.7019, 0.9166, -10.9262)
C (-5.0514, 0.9591, -9.3334)
C (-5.4256, -0.0007, -8.4040)
C (-4.8776, 0.0443, -7.1352)
C (-3.9486, 1.0136, -6.7733)
C (-3.2972, 0.9619, -5.4033)
C (-1.9140, 0.2967, -5.5672)
N (-1.0926, 0.4730, -4.4051)
C (0.2702, 0.5079, -4.4291)
C (0.6752, 0.7284, -3.1500)
N (-0.4187, 0.8475, -2.3485)
C (-1.4633, 0.6798, -3.1283)
O (-3.0759, 2.2170, -4.8121)
C (-4.1719, 2.7968, -4.1276)
C (-3.6683, 4.0267, -3.4345)
C (-4.0898, 5.2947, -3.7144)
Cl (-5.3099, 5.7577, -4.8234)
S (-3.2343, 6.4942, -2.8086)
C (-2.2950, 5.2723, -2.0509)
C (-2.6315, 4.0280, -2.4637)
C (-3.5794, 1.9589, -7.7302)
Cl (-2.3911, 3.1624, -7.3851)
C (-4.1328, 1.9414, -9.0026)
H (-6.1290, -0.7720, -8.6763)
H (-5.1621, -0.7063, -6.4117)
H (-3.9265, 0.3394, -4.7446)
H (-1.3934, 0.7632, -6.4057)
H (-2.0467, -0.7680, -5.7880)
H (0.8258, 0.3700, -5.3319)
H (1.6724, 0.7817, -2.7668)
H (-2.4774, 0.7394, -2.7898)
H (-4.5797, 2.0803, -3.3958)
H (-4.9693, 3.0687, -4.8317)
H (-1.5424, 5.5471, -1.3410)
H (-2.1725, 3.1361, -2.0749)
H (-3.8287, 2.6771, -9.7301)
Te (-1.6051, 1.9952, 1.6156)
C (-3.0085, 3.3723, 0.8428)
C (-4.1806, 3.2183, 0.1671)
C (-4.8962, 4.4224, -0.0175)
C (-4.2615, 5.4909, 0.5246)
S (-2.7785, 5.0324, 1.2743)
H (-4.5285, 2.2569, -0.1706)
H (-5.8443, 4.4800, -0.5260)
H (-4.5762, 6.5150, 0.5391)
O (2.0166, 0.0492, -0.5472)
S (2.5497, 0.6876, 0.6812)
C (4.1910, 1.2515, 0.1018)
C (4.9315, 2.1575, 0.8403)
C (6.1477, 2.6022, 0.3542)
C (6.6300, 2.1299, -0.8562)
C (5.8944, 1.2082, -1.5808)
C (4.6689, 0.7766, -1.1047)
C (1.9515, 2.4076, 0.6177)
C (1.6313, 2.9573, -0.6118)
C (1.1890, 4.2672, -0.6932)
C (1.0534, 5.0229, 0.4588)
C (1.3743, 4.4682, 1.6868)
C (1.8406, 3.1648, 1.7700)
H (4.5496, 2.5165, 1.7830)
H (6.7145, 3.3247, 0.9194)
H (7.5735, 2.4850, -1.2409)
H (6.2653, 0.8292, -2.5217)
H (4.0702, 0.0715, -1.6625)
H (1.7600, 2.3728, -1.5064)
H (0.9604, 4.6939, -1.6581)
H (0.7118, 6.0466, 0.4028)
H (1.2691, 5.0543, 2.5858)
H (2.1085, 2.7442, 2.7244)

=====

5.
Molecular formula: BrH10O5
Method: DFT, ωB97M-V/def2-TZVPD

Values from the calculation:
ΔE to the lowest compared entry with this formula, charge and spin: 11.8 kJ/mol
Calculated total energy: -2956.33648 hartree
Net charge: -1
HOMO-LUMO gap: 9.294 eV

Element x y z (Å)
Br (12.5243, -3.3493, 20.3872)
O (13.2050, -0.5739, 18.7499)
H (13.4304, 0.1039, 19.3871)
H (12.9685, -1.3340, 19.2815)
O (12.1872, -1.4725, 23.1046)
H (12.0983, -1.9698, 22.2916)
H (12.6691, -2.0556, 23.6911)
O (15.1391, -4.8570, 18.3392)
H (14.6456, -5.4107, 17.7341)
H (14.5022, -4.2132, 18.6492)
O (9.3934, -2.5517, 19.5360)
H (9.0720, -3.4309, 19.3362)
H (10.2959, -2.6861, 19.8252)
O (13.9685, -5.0152, 22.8268)
H (14.0636, -4.3743, 23.5314)
H (13.4758, -4.5541, 22.1479)